No. 1
20
Properties=species:S:1:pos:R:3:forces:R:3:nbo_charge:R:1 method="wB97M-V/def2-TZVPD" largest_force_ev_per_a=1.43 relative_energy_kcal_mol=33.5 lumo_energy_ha=0.147 charge=-1 e_homo_ev=-2.6 total_energy_ev=-19648.7156 smiles=NCN[C@@H](CN)C[S-] gap_ev=6.58
S 2.269 1.471 0.822 -0.04 0.04 0.08 -0.720
N -2.159 1.435 0.896 -0.35 0.37 -0.06 -0.855
N 1.195 -0.304 -2.284 -0.27 -0.25 -1.07 -0.861
N 0.219 -1.261 -0.169 0.43 -0.10 -0.32 -0.665
C 0.832 0.535 1.442 0.33 -0.52 0.02 -0.524
C -1.594 0.090 0.777 0.29 0.47 0.01 -0.209
C 0.598 -1.413 -1.614 -0.10 0.05 1.43 -0.040
C -0.120 0.066 0.331 -0.65 0.13 0.38 -0.101
H -0.307 -1.774 -2.108 0.15 0.14 -0.39 0.150
H 0.703 0.566 -2.162 0.28 0.08 0.14 0.366
H -1.854 1.997 0.107 -0.01 -0.02 0.03 0.346
H -1.665 -0.391 1.748 -0.20 -0.28 0.13 0.176
H 1.362 -2.185 -1.591 -0.22 -0.44 -0.32 0.171
H 1.193 -0.385 1.929 -0.06 0.09 0.12 0.166
H 2.178 -0.212 -2.095 -0.06 0.38 0.48 0.379
H -2.218 -0.443 0.058 0.12 -0.27 0.02 0.173
H -1.860 1.942 1.720 0.24 -0.27 -0.01 0.352
H -0.036 0.829 -0.439 0.05 0.04 -0.36 0.169
H 0.972 -1.630 0.395 0.12 0.18 -0.04 0.356
H 0.291 1.069 2.236 -0.04 0.16 -0.28 0.170

No. 2
20
Properties=species:S:1:pos:R:3:forces:R:3:nbo_charge:R:1 method="wB97M-V/def2-TZVPD" largest_force_ev_per_a=2.04 relative_energy_kcal_mol=36.5 lumo_energy_ha=0.145 charge=-1 e_homo_ev=-2.9 total_energy_ev=-19648.5851 gap_ev=6.89
S -0.711 -0.720 -1.166 -0.22 -0.13 -0.14 -0.693
N 1.751 1.431 -1.040 -1.28 -0.09 1.58 -0.872
N -0.433 3.712 0.990 0.61 -0.30 1.11 -0.867
N -1.430 -2.675 1.227 0.75 -0.08 0.71 -0.861
C -0.016 2.556 0.234 -0.02 -0.48 -0.40 -0.167
C -0.110 -2.794 0.607 0.34 0.25 -0.13 -0.226
C -0.084 -2.403 -0.882 1.00 0.17 -0.02 -0.535
C 1.200 2.530 -0.332 0.16 -0.43 -0.33 -0.003
H 0.973 -2.481 -1.263 -0.75 0.02 0.39 0.176
H -1.259 4.128 0.613 -0.53 0.10 -0.17 0.346
H 2.189 1.679 -1.886 0.51 0.37 -0.96 0.348
H 1.877 3.386 -0.210 -0.32 -0.18 -0.03 0.166
H -0.659 -3.123 -1.459 -0.23 -0.22 -0.07 0.167
H -0.613 3.490 1.986 0.07 0.11 -0.96 0.346
H -2.051 -3.358 0.856 -0.48 -0.59 -0.45 0.329
H 0.252 -3.840 0.708 -0.08 0.49 0.19 0.156
H 0.563 -2.089 1.155 -0.29 -0.66 -0.36 0.181
H 1.051 0.661 -1.167 0.44 0.44 0.03 0.418
H -1.789 -1.781 0.940 -0.21 0.56 -0.21 0.378
H -0.700 1.690 0.089 0.52 0.66 0.22 0.210

No. 3
20
Properties=species:S:1:pos:R:3:forces:R:3:nbo_charge:R:1 method="wB97M-V/def2-TZVPD" largest_force_ev_per_a=4.64 spin_multiplicity=3 relative_energy_kcal_mol=33.0 lumo_energy_ha="-0.103 / -0.273" charge=+1 e_homo_ev="-9.5 / -13.3" total_energy_ev=-19635.2616 gap_ev="6.67 / 5.88"
S -0.432 2.552 0.422 -0.61 0.04 -0.44 0.181
N -0.915 -0.131 0.230 0.92 -1.72 -1.54 -0.189
N 2.105 1.756 -0.368 3.55 -2.25 -1.97 -0.825
N 0.373 0.122 -0.145 0.46 1.34 -0.71 -0.010
C 0.841 1.519 -0.088 -3.37 -0.75 0.71 -0.023
C 1.238 -0.816 -0.760 1.55 -0.11 0.48 -0.471
C -1.608 -1.050 -0.636 -2.90 -2.77 1.52 -0.474
C -0.981 -0.468 1.636 -2.94 2.45 -0.45 -0.405
H 1.469 -0.722 -1.847 -0.65 0.19 0.58 0.257
H 0.790 -1.751 -0.521 0.36 -1.14 -0.19 0.236
H 2.452 2.651 -0.150 0.78 0.82 0.05 0.425
H -1.294 1.400 0.194 0.49 1.62 0.23 0.217
H -2.660 -1.154 -0.184 1.55 0.09 -0.44 0.253
H -1.987 -0.604 1.978 -0.82 -0.25 -0.36 0.237
H 2.662 1.118 -1.070 -1.52 2.39 1.66 0.405
H -1.298 -2.129 -0.812 0.43 1.20 0.98 0.239
H -1.828 -0.739 -1.596 0.20 1.55 -1.98 0.242
H -0.468 -1.296 1.818 2.55 -3.41 1.03 0.206
H -0.703 0.404 2.116 1.32 1.35 1.51 0.232
H 2.242 -0.661 -0.217 -1.34 -0.66 -0.68 0.266